(1)
# C20H29F6N2O20

A cluster of 9 separate species, C20H29F6N2O20 in total in a non-equilibrium geometry (ωB97M-V/def2-TZVPD, OMol25).

Geometry (Å):
1 N -4.387 -4.251 -4.582
2 H -5.276 -4.146 -4.115
3 H -4.457 -4.037 -5.566
4 H -4.310 -5.251 -4.464
5 H -3.589 -3.870 -4.094
6 N 0.813 -5.755 1.214
7 H 0.878 -4.897 0.685
8 H 0.213 -6.346 0.657
9 H 0.300 -5.514 2.050
10 H 1.744 -6.139 1.141
11 C -1.322 0.014 0.490
12 C -0.527 -0.983 -0.262
13 O 0.664 -1.157 0.069
14 O -1.067 -1.678 -1.140
15 H -0.791 0.485 1.316
16 H -2.250 -0.415 0.868
17 H -1.771 0.829 -0.078
18 C 6.619 1.505 -1.019
19 C 7.143 0.081 -0.865
20 O 8.303 0.272 -0.104
21 C 8.090 1.236 0.688
22 O 8.820 1.533 1.640
23 O 6.995 1.936 0.285
24 F 7.525 -0.337 -2.068
25 H 5.544 1.577 -1.181
26 H 7.154 2.030 -1.810
27 H 6.520 -0.713 -0.456
28 C -8.778 2.286 1.446
29 C -7.848 3.090 0.490
30 O -7.572 2.157 -0.534
31 C -7.758 0.891 0.004
32 O -7.471 -0.166 -0.551
33 O -8.051 1.084 1.381
34 F -6.760 3.344 1.176
35 H -9.815 2.221 1.115
36 H -8.824 2.812 2.400
37 H -8.032 4.076 0.062
38 C -4.626 -0.647 6.862
39 C -3.193 -0.762 7.311
40 O -2.800 -1.851 6.431
41 C -3.835 -2.564 6.071
42 O -3.830 -3.572 5.330
43 O -4.937 -1.907 6.437
44 F -3.085 -1.201 8.596
45 H -4.628 0.103 6.072
46 H -5.306 -0.228 7.604
47 H -2.685 0.202 7.279
48 C -0.382 4.797 -5.219
49 C -1.859 4.939 -5.363
50 O -1.943 5.591 -6.541
51 C -0.963 6.398 -6.700
52 O -0.813 7.238 -7.586
53 O 0.026 5.973 -5.952
54 F -2.290 5.739 -4.403
55 H -0.139 3.852 -5.705
56 H -0.115 4.824 -4.162
57 H -2.409 3.999 -5.325
58 C 5.041 -5.038 -6.222
59 C 3.872 -5.099 -5.290
60 O 4.346 -5.587 -4.106
61 C 5.562 -6.199 -4.279
62 O 6.186 -6.753 -3.375
63 O 5.934 -6.000 -5.632
64 F 3.089 -5.986 -5.804
65 H 5.487 -4.043 -6.214
66 H 4.835 -5.328 -7.252
67 H 3.223 -4.223 -5.296
68 C 4.417 3.703 6.051
69 C 3.287 2.620 5.932
70 O 2.339 3.437 5.251
71 C 2.873 4.453 4.595
72 O 2.198 5.114 3.835
73 O 4.188 4.609 4.929
74 F 2.835 2.244 7.188
75 H 5.421 3.279 6.034
76 H 4.352 4.323 6.946
77 H 3.655 1.749 5.389

Summary:
* orbital gap: 4.304 eV
* net charge: +1

(2)
# C33H49N3O10S2SiW

A structure of composition C33H49N3O10S2SiW in a non-equilibrium geometry (ωB97M-V/def2-TZVPD, OMol25).

Geometry (Å):
1 W 0.083 0.451 0.107
2 O -2.257 1.298 -1.120
3 C -2.516 0.537 -2.286
4 C -1.230 0.526 -3.073
5 N -0.091 -0.070 -2.331
6 C 1.150 0.570 -2.799
7 C 1.149 1.980 -2.223
8 O 1.754 2.893 -2.730
9 O 0.390 2.070 -1.165
10 C -0.010 -1.519 -2.488
11 C 0.976 -2.036 -1.454
12 O 1.680 -2.993 -1.654
13 O 0.950 -1.337 -0.346
14 H -3.079 1.440 -0.637
15 H -3.295 1.008 -2.892
16 H -2.833 -0.478 -2.024
17 H -0.980 1.562 -3.298
18 H -1.374 -0.012 -4.015
19 H 1.217 0.597 -3.889
20 H 2.020 0.035 -2.411
21 H 0.307 -1.812 -3.491
22 H -0.979 -1.967 -2.264
23 C 1.511 0.991 3.480
24 C 1.114 -0.472 3.313
25 C 0.565 -0.981 4.639
26 C 2.291 -1.316 2.840
27 O 0.044 -0.562 2.287
28 Si -1.106 -1.799 2.184
29 S -1.843 -1.284 0.290
30 O -0.460 -3.236 2.526
31 C -0.103 -4.550 2.056
32 C -1.156 -5.533 2.557
33 C 1.252 -4.907 2.658
34 C -0.034 -4.580 0.543
35 O -2.196 -1.480 3.356
36 C -3.556 -1.863 3.601
37 C -3.816 -3.274 3.089
38 C -3.740 -1.810 5.111
39 C -4.493 -0.875 2.911
40 H 2.493 1.039 3.950
41 H 0.798 1.520 4.114
42 H 1.579 1.506 2.526
43 H 1.329 -0.846 5.406
44 H 0.307 -2.039 4.586
45 H -0.325 -0.418 4.920
46 H 3.170 -1.107 3.451
47 H 2.526 -1.091 1.801
48 H 2.050 -2.372 2.921
49 H -1.246 -5.482 3.644
50 H -0.865 -6.547 2.280
51 H -2.125 -5.322 2.107
52 H 1.279 -4.637 3.715
53 H 2.061 -4.398 2.135
54 H 1.419 -5.981 2.574
55 H -0.991 -4.284 0.109
56 H 0.207 -5.589 0.205
57 H 0.740 -3.908 0.186
58 H -3.189 -3.987 3.621
59 H -3.588 -3.332 2.020
60 H -4.863 -3.542 3.232
61 H -3.014 -2.462 5.597
62 H -4.746 -2.137 5.381
63 H -3.590 -0.794 5.478
64 H -4.270 -0.831 1.845
65 H -4.386 0.123 3.340
66 H -5.528 -1.196 3.039
67 C -4.016 4.535 1.662
68 O -2.716 4.524 1.112
69 C -2.543 4.036 -0.146
70 C -3.597 3.642 -0.965
71 C -3.379 3.280 -2.288
72 C -2.096 3.341 -2.809
73 C -1.042 3.700 -1.987
74 C -1.227 3.994 -0.637
75 N -0.090 4.298 0.113
76 C 0.079 4.460 1.461
77 C -0.608 3.721 2.449
78 C -0.835 4.253 3.736
79 C -1.615 3.594 4.661
80 C -2.213 2.372 4.335
81 C -1.943 1.788 3.108
82 C -1.101 2.420 2.213
83 O -0.685 1.786 1.088
84 H -3.913 4.965 2.655
85 H -4.419 3.522 1.752
86 H -4.699 5.148 1.067
87 H -4.606 3.650 -0.580
88 H -4.216 2.979 -2.905
89 H -1.907 3.107 -3.848
90 H -0.033 3.706 -2.383
91 H 0.722 4.476 -0.459
92 H 0.784 5.228 1.760
93 H -0.415 5.225 3.966
94 H -1.787 4.040 5.632
95 H -2.859 1.869 5.043
96 H -2.345 0.822 2.843
97 S 4.643 1.708 0.182
98 C 3.140 1.223 0.246
99 N 2.022 0.844 0.333

Summary:
* 2S+1: 3
* orbital gap (spin up / spin down): 4.917 / 7.273 eV
* net charge: 0

(3)
# C50H59ClN3O4P3SY

A structure of composition C50H59ClN3O4P3SY (ωB97M-V/def2-TZVPD, OMol25).

Geometry (Å):
1 Y 0.383 -0.610 0.546
2 C 3.444 7.789 0.820
3 S 4.178 6.498 1.842
4 C 4.781 5.409 0.525
5 C 3.713 4.507 -0.080
6 C 3.075 3.607 0.968
7 N 2.169 2.576 0.437
8 P 2.612 1.067 -0.222
9 C 4.380 0.941 0.114
10 C 5.347 1.357 -0.797
11 C 6.691 1.283 -0.462
12 C 7.074 0.789 0.777
13 C 6.114 0.359 1.685
14 C 4.771 0.431 1.351
15 C 2.470 1.233 -2.032
16 C 2.440 2.471 -2.673
17 C 2.323 2.542 -4.052
18 C 2.230 1.377 -4.802
19 C 2.249 0.143 -4.171
20 C 2.365 0.068 -2.790
21 P 0.474 2.677 0.513
22 C 0.005 4.169 -0.389
23 C -0.473 4.013 -1.688
24 C -0.759 5.126 -2.465
25 C -0.572 6.398 -1.943
26 C -0.108 6.559 -0.643
27 C 0.180 5.450 0.134
28 C 0.120 3.071 2.254
29 C -1.100 3.659 2.590
30 C -1.417 3.909 3.914
31 C -0.525 3.564 4.921
32 C 0.684 2.969 4.597
33 C 1.006 2.728 3.269
34 H 2.930 8.479 1.485
35 H 2.714 7.380 0.123
36 H 4.210 8.334 0.272
37 H 5.588 4.812 0.954
38 H 5.229 6.038 -0.246
39 H 4.175 3.889 -0.855
40 H 2.945 5.114 -0.569
41 H 2.491 4.211 1.666
42 H 3.864 3.131 1.563
43 H 5.053 1.726 -1.771
44 H 7.440 1.604 -1.173
45 H 8.122 0.731 1.033
46 H 6.413 -0.038 2.644
47 H 4.022 0.070 2.048
48 H 2.483 3.383 -2.096
49 H 2.298 3.507 -4.540
50 H 2.134 1.434 -5.878
51 H 2.166 -0.766 -4.750
52 H 2.378 -0.906 -2.312
53 H -0.623 3.019 -2.092
54 H -1.136 4.999 -3.471
55 H -0.800 7.266 -2.546
56 H 0.023 7.551 -0.233
57 H 0.534 5.584 1.150
58 H -1.804 3.935 1.814
59 H -2.362 4.371 4.162
60 H -0.773 3.764 5.954
61 H 1.385 2.706 5.377
62 H 1.959 2.268 3.027
63 Cl -4.180 -5.932 0.789
64 C -3.532 -4.342 0.500
65 C -3.444 -3.434 1.537
66 C -2.902 -2.178 1.298
67 C -2.436 -1.801 0.034
68 C -1.836 -0.465 -0.215
69 C -2.535 -2.756 -0.988
70 C -3.088 -4.003 -0.770
71 H -3.804 -3.701 2.521
72 H -2.869 -1.468 2.118
73 H -2.420 0.326 0.269
74 H -1.838 -0.243 -1.290
75 H -2.183 -2.504 -1.980
76 H -3.170 -4.718 -1.576
77 N 0.548 -1.128 5.077
78 C 0.945 -1.154 3.792
79 N 0.104 -0.542 2.987
80 C -0.931 -0.089 3.809
81 C -2.087 0.623 3.500
82 C -2.946 0.920 4.536
83 C -2.667 0.537 5.858
84 C -1.518 -0.155 6.180
85 C -0.665 -0.455 5.126
86 H 1.040 -1.549 5.846
87 H 1.841 -1.652 3.459
88 H -2.306 0.927 2.485
89 H -3.856 1.464 4.329
90 H -3.369 0.789 6.639
91 H -1.301 -0.450 7.197
92 C -0.303 -4.909 0.739
93 C 1.133 -5.350 0.879
94 C 1.622 -5.304 2.315
95 C 1.349 -6.720 0.262
96 O 2.000 -4.465 0.074
97 P 2.017 -2.910 -0.018
98 O 0.898 -2.283 -0.853
99 O 1.928 -2.231 1.344
100 O 3.356 -2.599 -0.773
101 C 4.667 -3.253 -0.635
102 C 5.625 -2.272 -1.286
103 C 4.640 -4.568 -1.397
104 C 5.004 -3.439 0.832
105 H -0.948 -5.611 1.269
106 H -0.598 -4.896 -0.308
107 H -0.486 -3.916 1.157
108 H 0.987 -5.940 2.931
109 H 1.583 -4.289 2.706
110 H 2.646 -5.671 2.386
111 H 0.785 -7.465 0.823
112 H 2.403 -6.995 0.290
113 H 1.009 -6.734 -0.771
114 H 5.394 -2.154 -2.344
115 H 6.644 -2.645 -1.193
116 H 5.567 -1.299 -0.801
117 H 4.169 -4.430 -2.368
118 H 4.105 -5.344 -0.857
119 H 5.666 -4.899 -1.560
120 H 5.106 -2.477 1.336
121 H 5.951 -3.974 0.909
122 H 4.247 -4.027 1.349

Summary:
* orbital gap: 7.203 eV
* net charge: +1

(4)
# C14H23I2O4P2Ru

A structure of composition C14H23I2O4P2Ru in a non-equilibrium geometry (ωB97M-V/def2-TZVPD, OMol25).

Geometry (Å):
1 I 3.272 1.182 0.727
2 I 0.064 -0.944 -2.761
3 Ru 1.259 0.156 -0.604
4 P 0.790 2.439 -1.238
5 C -0.329 3.442 -0.187
6 C 2.206 3.613 -1.328
7 H 1.859 4.542 -1.823
8 H 0.025 3.631 -3.201
9 H 3.024 3.150 -1.905
10 H 0.716 2.021 -3.615
11 H 0.042 3.406 0.838
12 H 2.549 3.834 -0.301
13 C 0.081 2.571 -2.911
14 H -0.309 4.490 -0.505
15 H -0.922 2.127 -2.908
16 H -1.336 3.015 -0.244
17 P 2.261 -1.872 -0.436
18 C 1.624 -2.805 0.999
19 C 2.068 -3.105 -1.802
20 H 4.571 -1.375 -0.966
21 H 4.408 -3.031 -0.301
22 H 4.357 -1.603 0.790
23 C 4.080 -1.985 -0.199
24 H 2.360 -2.606 -2.734
25 H 2.682 -4.003 -1.654
26 H 2.080 -3.806 1.027
27 H 0.530 -2.900 0.909
28 H 1.010 -3.388 -1.865
29 H 1.861 -2.277 1.933
30 C 0.584 0.013 1.123
31 O 0.170 -0.061 2.210
32 O -1.794 -2.066 0.428
33 C -2.686 -1.365 1.206
34 C -3.224 -1.907 2.391
35 C -4.018 -1.088 3.204
36 C -4.241 0.265 2.889
37 C -3.701 0.797 1.709
38 C -3.018 -0.052 0.844
39 C -2.501 0.601 -0.411
40 O -3.255 1.240 -1.161
41 O -1.253 0.452 -0.552
42 H -1.819 -2.990 0.720
43 H -3.029 -2.955 2.592
44 H -4.466 -1.547 4.079
45 H -4.843 0.893 3.542
46 H -3.790 1.853 1.452

Summary:
* 2S+1: 6
* orbital gap (spin up / spin down): 7.191 / 5.104 eV
* net charge: +2

(5)
# C3H3O3S3

A structure of composition C3H3O3S3 in a non-equilibrium geometry (ωB97M-V/def2-TZVPD, OMol25).

Geometry (Å):
1 C -1.840 0.733 0.529
2 C -1.866 -0.643 0.731
3 C 0.306 -0.193 -0.605
4 O 2.549 1.091 -0.938
5 O 2.013 0.260 1.269
6 O 2.663 -1.255 -0.465
7 S -0.407 1.360 -0.259
8 S -0.545 -1.553 0.074
9 S 2.044 0.002 -0.113
10 H -2.506 1.583 0.873
11 H -2.716 -0.983 1.309
12 H 0.306 -0.402 -2.405

Summary:
* orbital gap (spin up / spin down): 6.936 / 6.935 eV
* net charge: -1

(6)
# C8H19NO

A structure of composition C8H19NO in a non-equilibrium geometry (ωB97M-V/def2-TZVPD, OMol25).

Geometry (Å):
1 C 1.536 -0.315 0.108
2 C -1.125 -0.338 0.369
3 C -0.213 0.739 0.181
4 C -2.778 0.708 0.684
5 C 1.543 -1.524 1.023
6 C 1.811 -0.723 -1.326
7 C 2.552 0.704 0.589
8 C -0.330 1.572 -1.069
9 N -3.904 0.058 0.109
10 O -1.408 -1.150 -0.715
11 H -0.981 -2.003 -0.587
12 H -1.033 -0.888 1.307
13 H -0.061 1.311 1.093
14 H -3.910 0.159 -0.899
15 H -3.902 -0.933 0.329
16 H -2.800 0.653 1.771
17 H -2.777 1.748 0.368
18 H 0.876 -2.317 0.673
19 H 1.258 -1.257 2.043
20 H 2.542 -1.981 1.074
21 H 2.752 -1.288 -1.407
22 H 1.029 -1.364 -1.735
23 H 1.912 0.146 -1.977
24 H 2.379 0.975 1.633
25 H 2.522 1.616 -0.011
26 H 3.579 0.316 0.525
27 H -1.071 2.361 -0.936
28 H 0.619 2.055 -1.298
29 H -0.618 0.958 -1.919

Summary:
* orbital gap: 7.845 eV
* net charge: 0

Calculated ΔE to the lowest compared entry with this formula, charge and spin (kJ/mol), listed in the same order as above: 483.3, 243.9, 0.0, 61.6, 100.1, 334.3
Calculated molar mass (g mol⁻¹), listed in the same order as above: 731.4, 923.8, 1015.4, 672.2, 183.3, 145.2